#A
# C6H9NS

C6H9NS as an isolated structure (ωB97M-V with the def2-TZVPD basis set, the OMol25 dataset).

Summary:
HOMO-LUMO gap (eV): 9.66
Highest occupied orbital energy (Eh): -0.3284

```
! RIJCOSX wB97M-V def2-TZVPD def2/J DEFGRID3
* xyz 0 1
C 1.490 1.813 0.190
C 0.893 0.398 -0.071
C 0.121 -1.282 -0.663
C 0.407 -1.556 0.812
C 0.931 -0.408 1.255
C -0.441 0.190 -0.610
H 2.464 1.854 0.559
H 0.999 2.266 1.069
H 1.519 2.604 -0.623
H 1.008 -0.019 -1.995
H -0.313 -1.984 -1.433
H 0.310 -2.479 1.369
H 1.361 -0.319 2.212
H -0.470 0.655 -1.637
H -2.779 1.230 -0.676
N 1.376 -0.595 -1.087
S -2.134 0.339 0.205
*
```

=====

#B
# C6H9NS

One molecule with the formula C6H9NS (ωB97M-V with the def2-TZVPD basis set, the OMol25 dataset).

Summary:
HOMO-LUMO gap (eV): 9.79
Highest occupied orbital energy (Eh): -0.3280
SMILES: C#C[C@]1(CN)S[C@@H]1C

```
! RIJCOSX wB97M-V def2-TZVPD def2/J DEFGRID3
* xyz 0 1
C -1.630 -1.623 1.144
C -0.682 -1.117 0.609
C 0.419 -0.516 -0.113
C 0.295 -0.656 -1.628
N -0.907 -0.090 -2.201
S 2.095 -0.730 0.586
C 1.049 0.726 0.431
C 0.502 1.395 1.691
H -2.488 -2.081 1.630
H 1.191 -0.159 -2.078
H 0.342 -1.690 -1.891
H -1.732 -0.527 -1.808
H -0.959 0.942 -1.997
H 1.374 1.422 -0.340
H -0.351 2.039 1.452
H 0.174 0.658 2.385
H 1.308 2.006 2.126
*
```

=====

Which structure is the most stable? The one labeled #B.

=====

#A
# C6H9NS

A 2-piece molecular cluster, C6H9NS overall (ωB97M-V with the def2-TZVPD basis set, the OMol25 dataset).

Summary:
HOMO-LUMO gap (eV): 8.54
Highest occupied orbital energy (Eh): -0.3054

```
! RIJCOSX wB97M-V def2-TZVPD def2/J DEFGRID3
* xyz 0 1
C 1.069 -1.480 -1.515
C -0.145 -1.025 -1.038
C 2.120 -0.529 -1.319
C 0.275 2.313 1.077
C -1.474 -1.717 -0.930
C -0.910 1.847 1.803
N 3.005 0.177 -1.024
S 1.667 1.460 1.613
H 1.178 -2.431 -2.063
H -0.262 0.015 -0.906
H -2.185 -1.305 -1.601
H -2.020 -1.587 -0.040
H -1.413 -2.881 -1.012
H -0.688 1.011 2.526
H -1.604 1.372 1.063
H -1.240 2.632 2.428
H 2.627 2.127 0.939
*
```

=====

#B
# C6H9NS

C6H9NS as an isolated structure (ωB97M-V with the def2-TZVPD basis set, the OMol25 dataset).

Summary:
HOMO-LUMO gap (eV): 9.25
Highest occupied orbital energy (Eh): -0.3058

```
! RIJCOSX wB97M-V def2-TZVPD def2/J DEFGRID3
* xyz 0 1
C -1.150 1.155 0.382
C -0.015 -1.048 -0.392
C 0.657 -1.133 0.945
C 1.278 0.332 0.839
C 0.727 0.144 -1.067
C 0.239 1.158 0.011
H -1.837 1.996 0.007
H -1.334 1.278 1.456
H -0.025 -1.893 -0.994
H -0.027 -1.168 1.825
H 1.429 -1.825 0.800
H 1.817 0.669 1.643
H 2.725 -0.591 -0.431
H 0.634 0.150 -2.153
H 0.355 2.189 -0.390
N 2.075 0.256 -0.490
S -1.792 -0.390 -0.165
*
```

=====

Which structure is the most stable? The one labeled #B.

=====

#A
# Cl2S2

Cl2S2 as an isolated structure (ωB97M-V with the def2-TZVPD basis set, the OMol25 dataset).

Summary:
HOMO-LUMO gap (eV): 6.96
Highest occupied orbital energy (Eh): -0.3444

```
! RIJCOSX wB97M-V def2-TZVPD def2/J DEFGRID3
* xyz 0 1
S 0.127 -1.544 0.273
S 1.214 0.868 0.498
Cl -1.130 -1.466 -1.329
Cl -0.211 2.141 0.558
*
```

=====

#B
# Cl2S2

Cl2S2 as an isolated structure (ωB97M-V with the def2-TZVPD basis set, the OMol25 dataset).

Summary:
HOMO-LUMO gap (eV): 5.57
Highest occupied orbital energy (Eh): -0.2876

```
! RIJCOSX wB97M-V def2-TZVPD def2/J DEFGRID3
* xyz 0 1
S -0.810 0.943 -0.402
S -1.841 -0.382 0.467
Cl 0.643 -0.868 -0.464
Cl 2.007 0.306 0.399
*
```

=====

Which structure is the most stable? The one labeled #A.

=====

#A
# C7H5O4

An isolated ion of composition C7H5O4 and charge -1 (ωB97M-V with the def2-TZVPD basis set, the OMol25 dataset).

Summary:
HOMO-LUMO gap (eV): 6.81
Highest occupied orbital energy (Eh): -0.1103
SMILES: O=C(O)C1=CC=CC=C([O-])O1

```
! RIJCOSX wB97M-V def2-TZVPD def2/J DEFGRID3
* xyz -1 1
O 3.804 1.309 -0.174
C 3.219 0.247 -0.031
O 3.891 -0.929 0.047
C 1.785 0.103 0.085
C 0.875 1.104 0.019
C -0.536 1.004 0.051
C -1.327 -0.122 0.006
C -1.041 -1.488 -0.093
C 0.180 -2.150 -0.026
O 0.466 -3.319 -0.132
O 1.411 -1.296 0.291
H 3.181 -1.604 0.155
H 1.299 2.097 -0.077
H -1.064 1.953 0.083
H -2.396 0.091 0.016
H -1.887 -2.160 -0.181
*
```

=====

#B
# C7H5O4

An isolated ion of composition C7H5O4 and charge -1 (ωB97M-V with the def2-TZVPD basis set, the OMol25 dataset).

Summary:
HOMO-LUMO gap (eV): 6.95
Highest occupied orbital energy (Eh): -0.1213
SMILES: O=C=C/C=C\C=C(/[O-])C(=O)O

```
! RIJCOSX wB97M-V def2-TZVPD def2/J DEFGRID3
* xyz -1 1
O -1.044 -0.137 3.011
C -0.135 0.143 2.311
C 1.070 0.441 1.852
C 1.844 0.481 0.631
C 1.618 0.200 -0.638
C 0.477 -0.186 -1.409
C -0.774 0.014 -0.987
O -1.092 0.660 0.106
C -1.973 -0.728 -1.594
O -1.983 -1.297 -2.667
O -2.987 -0.659 -0.761
H 1.443 0.597 2.911
H 2.894 0.596 0.919
H 2.424 0.615 -1.236
H 0.769 -0.549 -2.427
H -2.550 -0.190 -0.023
*
```

=====

Which structure is the most stable? The one labeled #A.